22
Properties=species:S:1:pos:R:3 method="wB97M-V/def2-TZVPD" relative_energy_kj_mol=251.70 e_homo_ev=-10.443 smiles=CCC.CCC orbital_gap_ev=11.5 energy_ha=-238.100663 fmax_ev_per_a=5.0 lumo_energy_ev=1.091
C -1.59016 -0.59354 1.65625
C -0.81069 -1.78795 1.86282
C -0.03145 -1.79000 0.64521
H -2.40179 -0.80641 0.97790
H -1.98066 -0.18696 2.62142
H -1.19276 0.20005 1.08143
H -0.49949 -1.89998 2.89230
H -1.66312 -2.63953 2.00290
H -0.57214 -2.29003 -0.22018
H 0.12527 -0.74050 0.15903
H 0.95274 -2.31207 0.74154
C 1.89556 0.54211 -1.57553
C 1.08882 1.66826 -0.97437
C -0.42706 1.93394 -1.50494
H 2.77325 0.20777 -0.96373
H 2.45557 0.91754 -2.43888
H 1.27300 -0.35252 -1.78384
H 0.91118 1.45765 0.13372
H 1.59681 2.56201 -0.98264
H -1.21117 2.01512 -0.61748
H -0.63999 2.92098 -1.96469
H -0.67683 1.10990 -2.29549


22
Properties=species:S:1:pos:R:3 method="wB97M-V/def2-TZVPD" relative_energy_kj_mol=50.39 e_homo_ev=-11.053 smiles=CC(C)C.CC orbital_gap_ev=12.1 energy_ha=-238.177340 fmax_ev_per_a=1.6 lumo_energy_ev=1.067
C 2.23404 1.79628 0.30945
C 0.79367 1.38397 -0.02246
C 0.11824 2.32702 -1.01891
C 0.65258 -0.04078 -0.50179
H 2.95154 1.20620 -0.25698
H 2.44215 1.64435 1.36731
H 2.32796 2.86163 0.09926
H 0.21076 1.47349 0.90269
H 0.65034 2.25357 -1.97581
H -0.84213 1.92812 -1.31822
H 0.11427 3.36532 -0.69470
H 0.82730 -0.83462 0.23648
H -0.38039 -0.37412 -0.70275
H 1.14748 -0.15749 -1.46279
C -2.23513 -2.06087 0.95322
C -1.40583 -3.12501 0.22414
H -1.57938 -1.68754 1.74834
H -2.40878 -1.17418 0.34242
H -3.19787 -2.38528 1.33889
H -2.05598 -3.78196 -0.35467
H -0.64395 -2.68565 -0.41730
H -0.90332 -3.78026 0.93935